1.
C4H10BNO6PTi | the ωB97M-V functional and the def2-TZVPD basis

XYZ file:
```
24
Properties=species:S:1:pos:R:3:forces:R:3:lowdin_charge:R:1
Ti 0.873428 -1.974685 0.294439 -2.339 2.047 1.269 1.322
H 2.599669 1.439328 0.711539 -0.062 0.065 0.055 0.144
O -1.829292 -0.087100 -2.388719 1.045 -0.564 0.090 -0.192
H -0.057220 2.325498 0.746859 -0.386 -0.038 0.131 0.145
H 3.907003 -0.378236 0.482092 0.056 -0.517 0.138 0.113
O -3.414702 -0.709360 -0.563565 0.556 -0.390 0.763 -0.058
H 1.584794 0.270757 1.513743 -0.110 0.361 0.077 0.097
H 0.830416 -0.196260 -2.082616 0.186 0.166 -0.645 0.083
B 0.850329 1.019132 -0.501020 0.282 0.210 -0.656 -0.623
C 2.929719 -0.540661 0.031675 0.371 0.790 0.006 -0.108
H -2.339441 1.730220 0.102304 -0.350 -0.360 0.074 0.157
C 1.970596 0.560475 0.531969 0.255 -0.692 -0.372 -0.130
O -0.596684 -0.525667 1.831027 1.150 -1.019 -1.243 -0.136
P -1.936473 -0.313166 -0.953685 -1.453 1.172 -1.754 0.559
H -1.430829 -1.944155 0.447781 -0.368 0.297 -0.226 0.094
O -1.059491 -1.697517 -0.437347 0.311 -0.534 0.157 -0.271
N -0.285836 1.782341 -0.080919 0.495 -0.531 0.376 0.153
C -1.511977 1.022069 0.181087 -0.052 0.319 0.227 -0.237
O -2.489693 0.558626 2.303677 0.208 0.177 -0.133 0.126
H -3.780627 -1.282381 -1.257093 -0.244 0.171 0.029 0.122
H 2.652020 -1.554533 0.416494 1.287 -0.071 0.069 0.023
H 3.094404 -0.563709 -1.044966 -0.247 -0.104 -0.056 0.104
O 1.000520 0.722397 -1.853256 -0.421 -0.498 0.836 0.149
C -1.560633 0.336587 1.568501 -0.169 -0.456 0.788 -0.637
```
Positions in Å, forces in eV/Å.

Properties
- Kohn-Sham gap: 6.453 eV
- Charge: +1

***

2.
C22H42N4O2P2RhS3 | the ωB97M-V functional and the def2-TZVPD basis

XYZ file:
```
76
Properties=species:S:1:pos:R:3:forces:R:3:lowdin_charge:R:1
C -0.232236 6.149668 2.209925 0.011 0.024 0.023 -0.036
H 1.467706 -7.547261 1.230865 0.010 -0.012 0.003 0.127
H 1.461107 -3.543113 -2.404713 -0.126 0.043 -0.083 0.052
H 0.215418 -4.558621 -1.646182 -0.033 0.001 -0.058 0.074
C 2.323529 -4.727586 -0.411391 0.393 -0.050 0.317 -0.129
H 1.213761 3.270313 -2.750784 0.030 -0.009 0.007 0.073
H 0.953474 4.998340 -2.998542 -0.013 0.026 -0.025 0.088
H 0.636293 -3.303021 3.509742 -0.065 -0.008 -0.048 0.152
C -0.633674 4.690276 2.286484 0.015 0.010 -0.013 -0.497
H 2.629633 -6.796635 -0.851262 0.006 -0.021 -0.015 0.124
S -1.269472 1.470261 1.448840 -0.005 0.192 0.147 0.366
H 0.260848 4.059257 2.209815 0.000 -0.007 0.035 0.105
C 1.317531 0.226926 2.583158 0.095 0.004 0.026 -0.836
C 0.921001 -3.120431 2.479484 0.025 -0.234 0.199 -0.044
H 2.610170 3.699986 -0.350485 0.022 0.004 -0.061 0.074
C 2.220479 -6.086187 -0.148800 0.066 0.078 0.007 -0.016
C 0.419367 -3.858537 -2.456262 -0.021 0.012 -0.055 -0.108
H 2.091740 5.192147 0.441921 0.003 -0.057 0.054 0.067
C -1.967250 -3.133054 -2.652417 0.027 0.047 -0.100 -0.074
H -1.712896 3.325482 3.555774 0.017 0.012 0.007 0.036
H -2.006503 -3.608224 -3.633696 -0.001 -0.013 -0.002 0.096
H -1.122815 6.778299 2.219757 -0.012 -0.001 0.009 0.094
H 2.823376 -4.370789 -1.300060 0.003 -0.070 0.068 0.116
H -3.645779 -0.755562 0.594922 -0.008 0.028 -0.013 0.097
H 0.284011 -4.390256 -3.398945 -0.023 0.004 -0.017 0.100
H -2.746408 0.214889 -0.544309 0.009 -0.020 -0.007 0.012
H -2.608507 -3.538349 0.128145 -0.044 -0.011 -0.027 0.072
C 0.666267 4.357328 -0.973080 -0.048 0.064 0.104 -0.471
H -0.072914 0.771025 -0.881917 -0.039 -0.004 -0.028 0.030
H 1.497619 2.191857 2.992166 -0.132 -0.021 -0.013 0.092
H 1.957943 0.971906 -2.161361 -0.015 0.053 -0.046 0.090
O -1.468753 4.421274 1.148291 -0.129 -0.076 -0.080 -0.331
C -1.706977 -1.551613 0.231305 -0.110 0.012 0.053 -0.550
H -0.250006 -1.996758 -3.220301 -0.012 0.006 -0.048 0.094
H 0.822282 1.228110 4.256690 -0.018 0.016 -0.040 0.130
H -1.926241 0.080778 -2.718734 0.008 0.022 0.060 0.072
H -3.472158 -1.336907 -1.056940 -0.019 -0.054 -0.028 0.068
H 0.000788 5.180227 -0.697444 0.047 0.033 -0.123 0.126
H 0.647719 -5.808052 2.831009 -0.006 -0.012 0.013 0.132
Rh 1.632465 -1.636716 0.240669 0.596 0.388 0.162 0.668
H 2.632045 5.229850 -1.237191 -0.020 0.058 0.006 0.084
O 0.226820 3.184785 -0.246800 -0.065 -0.113 -0.018 -0.383
C -2.961002 -0.813398 -0.252671 -0.050 -0.045 0.099 -0.110
P -0.341355 -1.552882 -0.946926 0.257 -0.076 0.233 1.059
C -0.527887 -2.672128 -2.409192 -0.067 -0.120 0.054 -0.475
S -2.612437 3.171078 -1.165063 -0.204 -0.094 -0.187 0.286
C 0.027322 0.048933 -1.700020 -0.025 0.203 -0.159 -0.527
N 1.847755 -3.801843 0.419477 -0.366 0.039 -0.760 0.001
C 1.277881 -4.205175 1.569895 -0.025 0.366 0.246 -0.271
H -0.534607 0.035545 -3.810917 0.004 -0.015 -0.039 0.082
H -2.680161 -2.314997 -2.660102 -0.023 0.047 -0.011 0.065
H 1.638559 -0.508905 -3.106999 -0.002 -0.004 -0.004 0.092
N 0.843782 -0.921396 3.001683 -0.038 0.077 -0.366 0.039
C 0.587236 4.120878 -2.465755 0.022 -0.099 -0.050 -0.059
C 1.504324 -0.017679 -2.144036 -0.204 -0.239 0.254 -0.106
C 2.082499 4.644666 -0.500231 0.023 -0.019 0.005 -0.035
H 0.389533 6.416311 3.065544 0.008 0.010 0.012 0.088
H -1.092613 -3.511149 1.022518 -0.017 -0.015 -0.046 0.041
C 1.585013 -6.495743 1.008458 -0.036 -0.010 0.043 -0.009
P -1.323605 3.075466 0.273065 0.342 0.162 0.206 -0.167
H 0.324345 6.363852 1.298097 -0.007 -0.010 -0.005 0.064
N 1.059322 -1.906461 2.088115 -0.150 -0.349 0.431 -0.179
H 2.146756 -0.578523 -1.408869 0.277 -0.044 -0.294 -0.001
H -2.550426 -2.826422 1.730812 -0.015 0.004 0.014 0.099
H -0.965191 1.512180 -2.921841 0.028 0.030 -0.043 0.046
N 1.328586 1.280174 3.385843 0.203 -0.084 0.094 0.124
C 1.116668 -5.535538 1.896379 0.073 -0.105 -0.003 0.018
H -2.289744 4.996788 3.615924 -0.001 0.012 -0.016 0.091
H -0.779796 4.568179 4.428438 0.005 -0.009 0.030 0.083
C -1.995180 -2.942538 0.799820 -0.107 0.032 -0.036 -0.079
C -1.400459 4.368666 3.552581 -0.002 0.000 0.053 -0.059
C -0.903021 0.427328 -2.862217 0.049 0.084 0.053 -0.083
H -1.269235 -0.920513 1.016951 -0.094 -0.004 -0.040 0.002
H -2.286361 -3.869909 -1.919211 0.003 -0.019 0.035 0.075
S 2.102931 0.412868 1.010905 -0.291 -0.043 -0.156 0.737
H -0.440233 3.926972 -2.767802 0.012 -0.005 0.001 0.033
```
Positions in Å, forces in eV/Å.

Properties
- Kohn-Sham gap: 4.133 eV
- Energy above the lowest of the compared OMol25 structures with the same formula, charge and spin: 390.31 kJ/mol
- Charge: +1

***

3.
C40H31BrIrN6O2S | the ωB97M-V functional and the def2-TZVPD basis

XYZ file:
```
82
Properties=species:S:1:pos:R:3:forces:R:3:lowdin_charge:R:1
H 0.100884 1.576613 -3.420845 0.000 0.032 -0.005 0.119
C -0.660564 -1.338030 0.755871 0.683 0.199 -0.034 -0.279
C 7.090026 1.288589 -0.920740 0.023 -0.003 -0.001 -0.067
C 2.435673 -1.620765 2.923216 0.047 -0.118 0.094 -0.088
H -1.511503 -4.389609 3.080453 0.002 -0.002 0.000 0.128
C -2.840077 3.003599 2.569743 0.050 -0.058 -0.022 0.046
H -3.434333 3.641499 3.211494 0.007 0.009 -0.007 0.138
H 2.853736 -3.152561 4.386687 0.004 -0.002 -0.010 0.123
C -1.576931 -4.377571 -2.395440 0.011 0.039 -0.060 -0.073
H 3.361325 -1.084973 3.085353 -0.013 0.011 0.014 0.118
C -2.926697 4.874659 -0.646065 0.010 -0.019 0.004 0.017
C 6.130506 2.281892 -1.056821 -0.036 0.010 -0.005 -0.054
H 4.186492 2.792297 -1.778074 0.015 -0.014 0.015 0.107
O 1.552522 -2.541200 -2.230205 -0.069 -0.208 -0.144 0.068
C 0.943729 -3.411979 3.476656 0.028 0.017 0.002 -0.002
C -1.505244 1.053917 2.197339 -0.016 -0.082 0.153 -0.075
C -1.878680 2.491331 0.433195 0.153 0.070 -0.008 -0.124
C 2.137389 0.798074 -1.951123 0.165 -0.113 -0.001 -0.529
C 3.494403 1.240105 -6.575000 -0.019 0.010 0.004 -0.054
C 2.800583 2.525415 -4.218445 0.023 0.056 -0.018 -0.044
N -0.797777 2.021620 -1.628985 0.132 0.054 0.493 -0.105
H -3.698051 -4.601702 -1.847119 -0.001 -0.006 0.005 0.124
C 6.830069 0.016378 -1.401010 -0.016 -0.022 0.008 -0.062
H -0.706451 3.640903 -4.538103 -0.012 0.002 0.002 0.127
H 3.777425 0.735963 -7.489221 -0.004 -0.002 0.002 0.114
C 3.545559 0.555783 -5.370079 -0.009 0.003 -0.013 -0.015
C -0.007869 -2.933817 2.541178 -0.086 -0.146 0.012 -0.147
C -0.509849 2.293674 -2.887739 0.009 -0.042 -0.077 -0.116
C 3.322067 0.446509 -2.852452 -0.083 -0.095 0.138 -0.240
H -2.721241 -1.487043 0.221061 0.047 0.050 -0.046 0.068
H 8.037903 1.508439 -0.448354 0.000 0.002 -0.007 0.113
Br 1.899932 0.417213 1.059728 -0.047 0.260 0.257 1.088
N -1.045776 -3.053078 -2.045617 -0.016 0.035 -0.048 0.082
H -2.348764 1.572260 4.090360 -0.003 0.015 0.003 0.128
N -3.152958 -2.651947 -2.431958 0.013 0.040 0.022 0.042
C -2.247623 1.867711 3.056199 -0.056 0.020 -0.045 0.010
C 4.649726 0.723938 -2.145779 -0.001 0.040 -0.035 -0.133
C 3.196955 1.191776 -4.184006 0.048 0.034 0.003 -0.134
C 1.939190 -1.394443 -2.356226 0.005 0.249 0.105 -0.489
H -1.050516 0.148838 2.573472 -0.002 0.045 -0.043 0.116
S -1.870434 -0.407781 -1.940197 0.175 0.015 -0.032 0.817
C -2.104751 4.028326 -1.463452 -0.048 0.097 -0.048 -0.113
H 7.573236 -0.764117 -1.306616 -0.003 0.003 -0.001 0.112
C -3.183304 4.548391 0.637499 -0.004 -0.015 0.008 0.015
H -0.040171 -2.829137 -2.048445 0.248 -0.058 0.188 0.079
Ir -0.142717 0.295058 -0.464294 -0.225 -0.935 0.001 1.189
C 4.918332 2.004069 -1.668850 0.049 0.056 -0.021 -0.023
C -1.966169 -2.132776 -2.115287 -0.433 -0.067 -0.079 -0.723
H 2.552898 3.046623 -3.302082 -0.018 -0.018 -0.027 0.104
C -1.773731 4.318525 -2.800129 0.010 -0.018 -0.014 0.050
H -3.790734 5.191959 1.260204 0.002 -0.004 -0.001 0.132
C 2.140472 -2.785244 3.662452 -0.011 0.044 -0.038 -0.036
H -2.152050 5.222507 -3.260727 -0.004 -0.001 0.008 0.138
N 3.051922 -0.979669 -2.990101 0.011 -0.064 -0.096 0.175
N -1.332737 1.336472 0.915408 -0.187 0.174 -0.272 -0.043
C 0.294103 -1.812168 1.721351 0.116 0.036 0.117 -0.228
H 0.688095 -4.285052 4.063347 0.005 -0.005 -0.011 0.128
C 2.749289 3.208407 -5.426936 -0.005 -0.008 0.014 -0.064
H 5.436703 -1.276078 -2.355497 -0.008 0.006 -0.014 0.107
H 3.871452 -0.476253 -5.370060 0.000 0.000 -0.004 0.113
H -3.327241 5.783224 -1.076103 0.008 -0.005 -0.006 0.133
H -1.102137 -4.728377 -3.310161 0.030 -0.027 0.025 0.132
H 6.329325 3.281256 -0.692828 -0.007 -0.004 0.000 0.113
C -2.226531 -2.988447 1.637159 0.009 -0.026 -0.041 -0.045
C -0.980407 3.451272 -3.510135 -0.001 0.001 0.039 0.014
C 5.612683 -0.267480 -2.007152 0.003 -0.030 0.055 -0.022
C -3.083215 -4.108439 -2.597726 -0.007 0.013 -0.026 -0.088
H 2.458794 4.251422 -5.440744 -0.006 -0.010 0.001 0.110
C -2.648307 3.348296 1.218977 -0.078 0.081 0.086 -0.115
C -1.588574 2.853244 -0.917285 -0.073 -0.013 -0.023 -0.147
H -1.376281 -5.089737 -1.598611 -0.010 0.002 0.006 0.127
N 1.319271 -0.261647 -1.811790 -0.360 -0.102 -0.014 -0.036
C 1.528066 -1.193606 2.008559 -0.098 0.110 -0.271 -0.522
C -1.286255 -3.536218 2.454273 0.052 0.109 -0.034 -0.002
H 3.639440 -1.641950 -3.465655 0.022 0.019 -0.001 0.158
C 3.091354 2.567494 -6.607779 0.013 -0.014 0.002 -0.065
H 3.057506 3.101481 -7.547758 0.003 0.000 0.003 0.113
H -3.997802 -2.107267 -2.466133 -0.010 -0.028 0.028 0.148
C -1.908698 -1.891193 0.807030 -0.365 -0.027 -0.046 -0.156
H -3.233297 -3.385267 1.607587 0.013 -0.008 0.018 0.117
O 1.894307 1.841916 -1.352641 0.228 0.353 -0.182 -0.064
H -3.426897 -4.403620 -3.586170 -0.025 -0.002 -0.002 0.126
```
Positions in Å, forces in eV/Å.

Properties
- Kohn-Sham gap (alpha / beta): 7.174 / 5.245 eV
- Energy above the lowest of the compared OMol25 structures with the same formula, charge and spin: 108.03 kJ/mol
- Charge: +2
- 2S+1: 2

***

4.
C4HIOS3 | the ωB97M-V functional and the def2-TZVPD basis

XYZ file:
```
10
Properties=species:S:1:pos:R:3:forces:R:3:lowdin_charge:R:1
S -0.141919 3.196197 1.207353 -0.539 0.248 -1.154 0.563
C -2.402749 0.336314 -0.233652 -1.278 -1.278 -0.692 -0.862
C -1.185930 3.512863 -0.029060 -0.978 -1.751 0.308 -0.953
O -2.426189 1.136469 -1.278535 -0.364 1.617 -0.386 -0.452
I -4.349304 -0.589797 0.191375 1.021 0.565 0.093 0.758
S -2.365704 2.994352 -0.999655 1.736 -0.106 0.993 0.972
C -0.045647 0.004638 0.472960 3.744 -1.711 -1.117 -0.559
H 0.763381 -0.684195 -0.050442 -1.517 1.320 1.275 0.117
S 0.770559 1.204702 1.443473 -0.435 0.345 -0.086 0.570
C -1.263107 -0.186621 0.134761 -1.391 0.752 0.766 -0.154
```
Positions in Å, forces in eV/Å.

Properties
- Kohn-Sham gap: 7.690 eV
- Energy above the lowest of the compared OMol25 structures with the same formula, charge and spin: 25.95 kJ/mol

***

Number 1: E -51158.627 eV. Number 2: E -87638.729 eV. Number 3: E -138725.314 eV. Number 4: E -46812.878 eV.